No. 1
This record from OMol25 describes a molecular structure, C6H10O. The level of theory is ωB97M-V/def2-TZVPD.

XYZ file:
```
17
Properties=species:S:1:pos:R:3
C -2.093 -0.159 0.003
C -0.609 -0.009 -0.351
C 0.132 0.859 0.691
C 1.604 0.790 0.441
C 2.539 0.557 -0.546
O 2.548 0.646 1.270
C 0.108 -1.356 -0.464
H -2.232 -0.640 0.980
H -2.600 0.812 0.039
H -2.616 -0.772 -0.742
H -0.544 0.509 -1.319
H -0.190 1.911 0.658
H -0.063 0.492 1.709
H 1.156 -1.196 -0.661
H 3.070 1.431 -0.916
H 0.063 -1.899 0.484
H -0.272 -1.978 -1.275
```

Its energy above the lowest of the compared OMol25 structures with the same formula, charge and spin is 81.19 kcal per mole. As for the spin multiplicity: 1. For the max |F|, the calculation gives 0.43 eV Å⁻¹. As for the orbital gap: 9.57 eV.

***

No. 2
This record from OMol25 describes 2 unconnected molecules or ions with the total composition C9H14 at a distorted geometry. The level of theory is ωB97M-V/def2-TZVPD.

XYZ file:
```
23
Properties=species:S:1:pos:R:3
C -1.097 -1.396 -0.768
C -1.692 -2.056 -2.063
H -0.052 -1.240 -0.831
H -1.604 -0.477 -0.648
H -1.446 -1.929 0.166
H -2.731 -1.752 -2.139
H -1.583 -3.054 -1.965
H -1.285 -1.673 -2.910
C -1.178 2.009 0.696
C 0.651 0.680 1.937
C 0.105 1.161 0.764
C 1.947 0.085 1.919
C 2.641 -0.095 0.804
C 0.802 1.103 -0.405
C 2.066 0.441 -0.354
H 0.047 0.874 2.840
H 2.399 -0.424 2.821
H -1.039 3.054 0.632
H -1.889 1.762 1.588
H 3.558 -0.685 0.754
H 0.454 1.754 -1.269
H 2.624 0.239 -1.263
H -1.698 1.619 -0.302
```

Its energy above the lowest of the compared OMol25 structures with the same formula, charge and spin is 36.66 kcal per mole. As for the spin multiplicity: 1. For the max |F|, the calculation gives 4.70 eV Å⁻¹. As for the orbital gap: 10.02 eV. The SMILES is Cc1ccccc1.CC.

***

No. 3
This record from OMol25 describes a single C2H7Cl3Si2 molecule at a distorted geometry. The level of theory is ωB97M-V/def2-TZVPD.

XYZ file:
```
14
Properties=species:S:1:pos:R:3
C 1.441 -1.936 -0.421
C -1.089 2.329 0.017
Si -0.424 -1.410 -0.415
Si -0.272 0.935 0.991
Cl -0.893 -1.132 -2.365
Cl -0.905 0.613 2.845
Cl 1.787 1.313 1.220
H 2.012 -1.087 -0.079
H 1.832 -2.770 0.130
H 1.685 -2.204 -1.480
H -0.524 2.448 -0.943
H -2.040 1.871 -0.391
H -1.242 3.369 0.544
H -1.370 -2.339 0.346
```

Its energy above the lowest of the compared OMol25 structures with the same formula, charge and spin is 7.49 kcal per mole. As for the spin multiplicity: 3. For the max |F|, the calculation gives 2.92 eV Å⁻¹. As for the orbital gap (spin up / spin down): 5.32 / 7.73 eV. The expectation value of S² is 2.003.